Here is C22H32N4O4S in the gas phase from the Open Molecules 2025 dataset. Energies are from wB97M-V/def2-TZVPD.

The geometry in ORCA input format:
```
! wB97M-V def2-TZVPD RIJCOSX def2/J DEFGRID3
* xyz 0 1
C -5.97463 -4.11600 -0.44997
H -4.89433 -4.10153 -0.57486
H -6.26691 -5.10058 -0.09397
H -6.43576 -3.94848 -1.42040
C -6.42078 -3.04564 0.55468
N -6.02918 -1.68754 0.24442
C -4.62194 -1.40090 0.46512
H -4.03066 -2.32041 0.53797
H -4.21921 -0.83116 -0.37712
C -4.43292 -0.59249 1.75372
C -2.97551 -0.17036 1.94217
N -2.57213 0.76305 0.92107
C -1.63903 0.51282 -0.01068
N -1.44294 1.45424 -0.96804
C -2.41244 2.49111 -1.24775
H -2.40393 2.69165 -2.32334
H -3.40685 2.12005 -0.98324
C -2.14034 3.80300 -0.48639
H -2.94434 4.51185 -0.70578
O -2.12729 3.60911 0.90209
H -1.26156 3.21664 1.12339
H -1.18998 4.23369 -0.82390
C -0.25031 1.40712 -1.78703
C 1.00223 1.09604 -1.00858
C 2.01214 0.38286 -1.56767
C 3.20751 0.07854 -0.86017
C 4.24417 -0.68910 -1.39859
C 5.36749 -0.98352 -0.65524
C 5.48918 -0.48663 0.65764
C 4.46293 0.25869 1.21080
C 3.32372 0.54099 0.46556
N 2.30473 1.29524 0.98066
C 1.15458 1.65232 0.32921
O 0.36518 2.40671 0.89274
H 2.39345 1.64170 1.92900
H 4.57113 0.61683 2.22232
O 6.60215 -0.71104 1.41765
C 7.70375 -1.20492 0.68541
C 7.24799 -2.29674 -0.27966
H 8.08692 -2.69867 -0.84916
O 6.34414 -1.76315 -1.22139
H 6.76555 -3.10419 0.28826
H 8.41333 -1.59064 1.41862
H 8.16819 -0.38832 0.11584
H 4.17190 -1.07353 -2.40297
H 1.90115 -0.01066 -2.56786
H -0.14012 2.39116 -2.25491
H -0.36221 0.65446 -2.57954
S -0.76205 -0.90280 -0.03996
H -2.88083 1.72247 1.03561
H -2.32045 -1.04281 1.87427
H -2.84410 0.29721 2.92301
H -5.07209 0.29107 1.71799
H -4.74445 -1.19541 2.60680
C -6.56677 -1.16582 -0.99514
C -6.72915 0.35074 -0.92459
H -7.20863 0.71762 -1.82913
H -7.34200 0.61562 -0.06734
H -5.76437 0.84101 -0.82333
H -7.55164 -1.61456 -1.14633
H -5.94001 -1.42291 -1.86714
H -7.51265 -3.06449 0.63508
H -6.01241 -3.28240 1.54054
*
```

## Properties
Relative energy (zero: lowest compared OMol25 entry of this formula, charge and spin)   36.4 kcal per mole
HOMO   -0.2704 Ha
Gap between HOMO and LUMO   7.72 eV

Here are the natural (NBO) charges for atoms 1 to 8, given in e: C -0.6364; H 0.2055; H 0.2101; H 0.2016; C -0.1957; N -0.4688; C -0.2228; H 0.1923

Here is C22H32N4OS in the gas phase from the Open Molecules 2025 dataset. Energies are from wB97M-V/def2-TZVPD.

The geometry in ORCA input format:
```
! wB97M-V def2-TZVPD RIJCOSX def2/J DEFGRID3
* xyz 0 1
C 3.40066 1.45782 4.22325
H 4.22027 1.80962 3.60572
H 2.83797 2.30235 4.61200
H 3.78314 0.84534 5.03555
S 2.32795 0.45324 3.15855
C 1.04166 0.03692 4.38602
H 1.56610 -0.28359 5.28707
H 0.47948 0.94641 4.60179
C 0.10808 -1.09362 3.92563
N -0.68430 -0.83530 2.73978
C -0.04463 -1.13034 1.47611
C -1.10999 -1.26313 0.38987
H -0.63504 -1.51440 -0.56108
H -1.80097 -2.06328 0.65730
C -1.90258 0.04322 0.27687
N -2.97332 -0.07468 -0.68605
C -2.91528 0.09867 -2.03172
C -4.17821 -0.14910 -2.53097
C -4.93156 -0.48134 -1.39934
N -4.20143 -0.44114 -0.30420
H -5.96821 -0.74733 -1.34588
H -4.48845 -0.08807 -3.55130
N -1.73664 0.45155 -2.67217
C -1.62981 0.83271 -3.98285
O -2.57105 0.94105 -4.73088
C -0.18588 1.06159 -4.38661
H -0.16554 1.68997 -5.27671
H 0.34354 1.57348 -3.58007
C 0.49072 -0.28481 -4.67790
H 0.20050 -0.62483 -5.67265
H 0.14509 -1.03348 -3.96011
C 2.01940 -0.18460 -4.58384
C 2.43773 0.07102 -3.16347
C 2.37804 -0.95501 -2.22644
C 2.69723 -0.72240 -0.90141
C 3.07516 0.54516 -0.48967
C 3.14352 1.57222 -1.41435
C 2.82842 1.33544 -2.74227
H 2.89267 2.14093 -3.46092
H 3.44332 2.56222 -1.10260
H 3.31197 0.72439 0.54799
H 2.65328 -1.52852 -0.18451
H 2.08496 -1.94655 -2.54332
H 2.37261 0.61763 -5.23351
H 2.45427 -1.12417 -4.93122
H -0.89208 0.41173 -2.11987
C -2.47304 0.39052 1.64984
C -1.34927 0.44963 2.68015
H -0.64739 1.25778 2.40360
H -1.77538 0.67781 3.65764
H -3.19031 -0.37934 1.92939
H -2.99531 1.34669 1.60535
H -1.23222 0.85214 -0.04755
H 0.67775 -0.34835 1.18376
H 0.49677 -2.07399 1.56787
C -0.81924 -1.46815 5.08774
H -0.24500 -1.87749 5.91478
H -1.53162 -2.21399 4.74868
H -1.36943 -0.60239 5.44683
H 0.73091 -1.96589 3.69633
*
```

## Properties
Relative energy (zero: lowest compared OMol25 entry of this formula, charge and spin)   13.6 kcal per mole
HOMO   -0.3029 Ha
Gap between HOMO and LUMO   8.77 eV

Here are the natural (NBO) charges for atoms 1 to 8, given in e: C -0.7312; H 0.2304; H 0.2140; H 0.2128; S 0.1552; C -0.5340; H 0.2178; H 0.2089

- Which formula does entry 2 have?
  C22H32N4OS

- Which value of relative energy (zero: lowest compared OMol25 entry of this formula, charge and spin) does entry 2 give?
  13.6 kcal per mole

- Number 1 is which compound?
  C22H32N4O4S